{"formula": "C41H36N3O2PtSSb", "method": "the ωB97M-V functional and the def2-TZVPD basis", "species": ["Pt", "C", "C", "C", "C", "C", "C", "C", "C", "N", "C", "O", "C", "C", "C", "C", "C", "N", "C", "O", "N", "C", "C", "C", "C", "C", "C", "C", "C", "H", "H", "H", "H", "H", "H", "H", "H", "H", "H", "H", "H", "H", "H", "H", "H", "H", "H", "H", "H", "H", "S", "Sb", "C", "C", "C", "C", "C", "C", "C", "C", "C", "C", "C", "C", "C", "C", "C", "C", "C", "C", "H", "H", "H", "H", "H", "H", "H", "H", "H", "H", "H", "H", "H", "H", "H"], "coordinates": [[-0.900824, 0.422133, 0.250701], [-4.432859, 0.418044, -3.435481], [-2.989841, 0.621515, -3.792935], [-2.656308, 0.874822, -5.102421], [-1.367575, 1.256662, -5.460719], [-0.402381, 1.510780, -4.474224], [-0.668929, 1.291086, -3.150845], [0.355810, 1.684591, -2.131437], [-1.929049, 0.658737, -2.803027], [-2.058113, 0.106381, -1.595670], [-2.978129, -0.956541, -1.387684], [-3.384275, -1.689046, -2.248709], [-3.380250, -1.155343, 0.055525], [-4.430831, -1.954618, 0.469598], [-4.670494, -2.056933, 1.836963], [-3.870374, -1.373121, 2.749579], [-2.839099, -0.598198, 2.250592], [-2.640959, -0.515951, 0.946074], [-1.901647, 0.226998, 3.093957], [-1.955174, 0.196945, 4.294475], [-0.947520, 0.967914, 2.364216], [-0.360578, 2.032841, 2.941261], [1.045615, 2.211872, 2.702443], [1.803878, 1.233407, 1.861508], [1.687493, 3.236415, 3.345510], [0.983226, 4.134527, 4.155551], [-0.396258, 4.020302, 4.327868], [-1.099285, 2.993195, 3.745189], [-2.593097, 2.967426, 3.885371], [-5.037693, 1.076744, -4.056176], [-4.635504, 0.660817, -2.392955], [-4.754194, -0.607928, -3.612967], [-3.425987, 0.812157, -5.859671], [-1.128987, 1.433388, -6.500370], [0.556469, 1.921738, -4.760042], [1.018458, 2.442648, -2.550555], [0.996180, 0.848118, -1.830369], [-0.099635, 2.165371, -1.249248], [-5.027609, -2.479406, -0.262260], [-5.482377, -2.675444, 2.193947], [-4.028692, -1.431475, 3.817166], [1.667066, 0.207679, 2.206607], [2.867486, 1.463382, 1.885174], [1.477637, 1.270544, 0.812646], [2.757114, 3.348185, 3.234492], [1.515119, 4.943366, 4.638194], [-0.924522, 4.760483, 4.912593], [-2.963024, 3.981325, 4.022274], [-2.890506, 2.381457, 4.753503], [-3.085630, 2.546173, 3.007203], [0.524603, -1.502019, 0.289917], [2.787693, -2.030514, -0.814777], [3.326262, -0.169482, -1.648742], [3.298086, -0.079846, -3.041782], [3.670930, 1.097134, -3.678721], [4.064335, 2.194291, -2.926617], [4.091248, 2.117284, -1.538683], [3.728318, 0.940960, -0.902085], [-0.533027, -2.735552, -0.446400], [-0.675049, -2.861481, -1.824315], [-1.518183, -3.831895, -2.339824], [-2.227008, -4.665196, -1.483005], [-2.099132, -4.523554, -0.108114], [-1.249597, -3.559443, 0.415532], [3.826247, -1.807724, 1.015639], [5.079261, -1.194461, 1.034249], [5.810697, -1.132373, 2.212672], [5.294531, -1.679469, 3.378255], [4.056257, -2.307322, 3.363615], [3.327592, -2.379428, 2.185784], [3.005379, -0.934092, -3.641826], [3.674773, 1.149796, -4.758575], [4.369683, 3.106087, -3.421516], [4.417696, 2.968783, -0.957448], [3.787188, 0.879313, 0.176835], [-0.140518, -2.195322, -2.492471], [-1.626048, -3.934841, -3.410111], [-2.878072, -5.426097, -1.889007], [-2.644931, -5.175512, 0.559089], [-1.132333, -3.453523, 1.486394], [5.500712, -0.765613, 0.133630], [6.784681, -0.664100, 2.217673], [5.865692, -1.633401, 4.294873], [3.666413, -2.755322, 4.266918], [2.372283, -2.892232, 2.190531]], "atomic_forces_ev_per_a": [[-0.282, 0.498, -0.103], [-0.082, 0.139, -0.138], [-0.030, -0.041, 0.034], [-0.018, 0.006, -0.008], [0.058, -0.008, 0.050], [-0.123, 0.064, -0.065], [-0.025, 0.015, 0.018], [0.050, 0.095, 0.121], [0.025, -0.015, -0.279], [0.197, -0.261, 0.341], [-0.088, 0.112, 0.109], [0.023, 0.007, 0.174], [0.001, 0.064, -0.143], [-0.028, 0.027, 0.059], [0.030, 0.024, -0.027], [-0.018, -0.037, -0.019], [0.015, 0.078, 0.036], [-0.111, -0.112, -0.046], [-0.040, 0.047, -0.117], [0.071, -0.021, 0.050], [-0.107, -0.233, 0.046], [-0.206, 0.157, 0.094], [0.108, 0.089, 0.012], [0.030, 0.099, 0.073], [0.053, -0.008, -0.060], [-0.046, 0.022, 0.023], [0.124, -0.084, -0.072], [0.022, -0.143, -0.004], [0.033, -0.001, -0.076], [-0.019, 0.036, -0.007], [-0.032, 0.008, -0.011], [-0.006, 0.103, -0.036], [-0.018, 0.008, -0.026], [0.002, 0.013, -0.021], [0.025, 0.006, -0.004], [0.030, -0.082, -0.050], [-0.140, 0.070, 0.065], [0.022, -0.133, -0.087], [-0.018, -0.016, -0.011], [-0.017, 0.000, 0.009], [-0.012, -0.008, 0.009], [0.015, 0.011, 0.055], [-0.054, 0.026, 0.074], [0.094, 0.072, 0.075], [0.034, 0.011, -0.002], [0.008, 0.006, 0.011], [-0.015, 0.014, 0.016], [0.006, 0.013, -0.016], [-0.005, -0.031, 0.017], [0.011, -0.005, 0.021], [-0.026, -0.397, 0.014], [-0.079, -0.208, 0.056], [-0.004, 0.205, -0.108], [0.033, 0.035, 0.011], [-0.013, -0.011, 0.032], [-0.008, -0.005, -0.010], [-0.020, -0.031, -0.035], [0.011, -0.033, -0.047], [0.084, 0.074, -0.005], [0.176, -0.105, -0.037], [0.118, -0.115, 0.076], [0.045, 0.046, -0.035], [0.069, 0.031, -0.026], [0.020, -0.086, 0.001], [0.012, 0.048, 0.102], [0.039, -0.032, 0.011], [-0.058, -0.030, 0.008], [0.003, -0.007, -0.019], [0.004, 0.014, -0.019], [0.007, -0.041, 0.014], [-0.011, -0.030, -0.013], [-0.001, -0.002, -0.043], [0.005, 0.025, -0.013], [0.005, 0.034, 0.022], [0.016, -0.015, -0.161], [0.038, -0.017, 0.009], [-0.017, 0.005, -0.023], [-0.027, -0.022, -0.016], [-0.026, -0.030, 0.030], [0.026, -0.012, 0.041], [0.016, -0.021, -0.008], [0.038, 0.021, -0.008], [0.013, 0.002, 0.028], [-0.022, -0.008, 0.027], [-0.011, 0.016, -0.016]], "energy_ev": -72270.223, "charge": 2, "s_squared": 6.06, "mol_weight_g_mol": 951.7, "spin_multiplicity": 5}